1.
Here is C7H6FeO6 as an isolated structure at a distorted geometry from the Open Molecules 2025 dataset. Energies are from the ωB97M-V functional and the def2-TZVPD basis.

```
! wB97M-V def2-TZVPD RIJCOSX def2/J DEFGRID3
* xyz 3 6
O 2.39 0.23 -3.21
C 1.74 0.17 -2.27
Fe 0.31 0.03 -0.40
O -0.81 2.70 -0.27
C -0.32 1.66 -0.39
C 0.62 -1.64 0.07
O 0.72 -2.70 0.48
C 1.48 0.52 0.83
O 2.17 0.83 1.69
C -1.13 -0.46 -1.28
O -2.14 -0.78 -1.73
C -3.05 -1.35 3.25
C -2.45 -0.86 1.92
O -1.39 0.08 2.20
H -2.28 -1.86 3.82
H -3.87 -2.02 3.05
H -3.41 -0.50 3.82
H -2.00 -1.70 1.39
H -3.22 -0.41 1.29
H -1.66 0.94 1.88
*
```

As for the highest occupied orbital energy (alpha / beta): -20.2 / -24.7 eV. The expectation value of S² is 8.80. As for the energy above the lowest of the compared OMol25 structures with the same formula, charge and spin: 78.57 kJ/mol. The HOMO-LUMO gap (alpha / beta) is 0.2094 / 0.2505 Eh.

Here are the Mulliken charges for atoms 1 to 4, given in e: -0.02, 0.53, 0.49, -0.04

2.
Here is a 2-piece molecular cluster, C3H9N3O overall at a distorted geometry from the Open Molecules 2025 dataset. Energies are from the ωB97M-V functional and the def2-TZVPD basis.

```
! wB97M-V def2-TZVPD RIJCOSX def2/J DEFGRID3
* xyz 0 1
C -1.29 0.88 1.28
C -0.91 0.21 -0.01
N -1.62 -0.40 -0.86
H -2.62 -0.24 -0.77
H 0.14 0.92 -0.36
H -0.43 1.45 1.64
H -2.13 1.56 1.11
H -1.53 0.13 2.03
N 0.73 -2.00 -0.72
C 1.51 0.39 -0.52
O 0.74 -0.87 0.16
N 2.31 1.05 0.20
H -0.19 -1.93 -1.18
H 0.69 -2.79 -0.08
H 3.03 1.52 -0.33
H 1.59 0.12 -1.58
*
```

As for the highest occupied orbital energy: -8.4 eV. As for the energy above the lowest of the compared OMol25 structures with the same formula, charge and spin: 660.90 kJ/mol. The HOMO-LUMO gap is 0.3355 Eh. As for the SMILES: [H]/N=C/ON.[H]/N=C\C.

Here are the Mulliken charges for atoms 1 to 4, given in e: -1.11, 0.81, -0.77, 0.23

3.
Here is an isolated ion of composition C4H6N3 and charge +1 at a distorted geometry from the Open Molecules 2025 dataset. Energies are from the ωB97M-V functional and the def2-TZVPD basis.

```
! wB97M-V def2-TZVPD RIJCOSX def2/J DEFGRID3
* xyz 1 1
C -1.88 -1.04 0.39
C -0.59 -0.68 0.27
C 1.70 0.33 0.72
C 1.76 -0.12 -0.72
N -2.62 0.11 -0.12
N 0.60 -0.32 0.11
N -1.82 1.06 -0.33
H -2.43 -1.88 0.73
H 2.28 -0.18 1.44
H 1.59 1.37 0.95
H 1.35 0.57 -1.39
H 2.43 -0.91 -1.11
H -2.38 1.72 -0.95
*
```

As for the highest occupied orbital energy: -14.6 eV. As for the energy above the lowest of the compared OMol25 structures with the same formula, charge and spin: 551.88 kJ/mol. The HOMO-LUMO gap is 0.3392 Eh. As for the SMILES: [H]/N=N/C=C=[N+]1CC1.

Here are the Mulliken charges for atoms 1 to 4, given in e: -0.72, 0.95, -0.40, -0.34

4.
Here is one molecule with the formula C7H9N at a distorted geometry from the Open Molecules 2025 dataset. Energies are from the ωB97M-V functional and the def2-TZVPD basis.

```
! wB97M-V def2-TZVPD RIJCOSX def2/J DEFGRID3
* xyz 0 1
C -0.99 1.52 0.80
C 0.70 0.30 0.10
C 1.61 -0.41 -0.87
C 0.63 -1.16 -1.50
C -0.59 -1.34 -0.65
C -1.36 0.04 0.37
C -0.20 -0.81 0.64
H -1.22 2.41 0.07
H -1.47 1.85 1.72
H 0.95 2.24 0.74
H 0.06 0.72 -0.68
H 2.54 0.01 -1.39
H 0.72 -1.73 -2.42
H -1.24 -2.14 -0.80
H -2.46 -0.30 0.44
H 0.06 -1.32 1.57
N 0.47 1.35 1.06
*
```

As for the highest occupied orbital energy: -8.3 eV. As for the energy above the lowest of the compared OMol25 structures with the same formula, charge and spin: 650.14 kJ/mol. The HOMO-LUMO gap is 0.3355 Eh. As for the SMILES: C1=C[C@@H]2NC[C@H]3[C@@H]1[C@H]32.

Here are the Mulliken charges for atoms 1 to 4, given in e: -0.52, -0.09, -0.99, -0.20

Q: What is the energy above the lowest of the compared OMol25 structures with the same formula, charge and spin in the first record?
A: 78.57 kJ/mol